--- 1 ---
Density functional theory data (wB97M-V/def2-TZVPD) for a molecular structure, H20KrO10.

Calculated values
LUMO (eV): -0.10
E_HOMO (eV): -10.2617
Frontier orbital gap (eV): 10.2

The geometry in ORCA input format:
```
! RIJCOSX wB97M-V def2-TZVPD def2/J DEFGRID3
* xyz 0 1
Kr 0.778 0.356 -0.225
O 4.123 0.908 0.594
H 4.422 0.915 -0.316
H 4.582 1.642 1.003
O -0.783 0.706 2.657
H 0.136 0.899 2.842
H -1.234 0.864 3.487
O -0.855 -1.981 1.817
H -1.163 -1.851 0.921
H -0.649 -1.100 2.131
O -2.097 3.131 -0.942
H -2.983 3.273 -1.274
H -2.163 2.336 -0.413
O 2.932 -2.539 -1.340
H 3.745 -2.623 -1.837
H 3.206 -2.575 -0.424
O -1.516 1.545 -3.446
H -1.297 2.004 -2.635
H -2.316 1.063 -3.241
O -2.246 -1.777 -0.668
H -1.401 -1.880 -1.107
H -2.781 -1.286 -1.292
O -0.053 -2.818 -2.150
H 0.840 -2.797 -1.806
H 0.039 -2.574 -3.071
O 1.908 1.579 2.818
H 2.597 1.500 3.478
H 2.368 1.510 1.981
O -2.855 0.883 0.764
H -2.183 0.608 1.388
H -3.101 0.079 0.306
*
```

--- 2 ---
Density functional theory data (wB97M-V/def2-TZVPD) for a molecular structure, H20KrO10.

Calculated values
LUMO (eV): -0.07
E_HOMO (eV): -9.9541
Frontier orbital gap (eV): 9.9

The geometry in ORCA input format:
```
! RIJCOSX wB97M-V def2-TZVPD def2/J DEFGRID3
* xyz 0 1
Kr -0.789 0.194 0.375
O 3.080 2.161 0.963
H 3.764 1.491 0.981
H 2.641 2.033 0.122
O -2.966 -1.238 3.082
H -2.801 -0.492 3.659
H -2.639 -1.995 3.568
O 1.926 1.587 -1.781
H 2.747 1.999 -2.051
H 2.080 0.649 -1.894
O 0.854 -2.040 3.148
H 0.735 -1.138 3.446
H 1.290 -1.956 2.300
O -0.132 -2.232 -2.588
H -1.060 -2.080 -2.407
H -0.092 -2.375 -3.533
O -2.687 3.141 -0.638
H -3.304 2.571 -0.179
H -2.245 2.563 -1.260
O 2.087 -2.085 0.605
H 2.827 -2.553 0.992
H 1.467 -2.772 0.363
O -0.966 1.568 -2.360
H -0.752 1.170 -3.203
H -0.118 1.806 -1.985
O 2.592 -1.084 -1.912
H 2.305 -1.181 -1.003
H 2.146 -1.790 -2.380
O -3.843 1.669 1.675
H -3.425 0.825 1.848
H -4.721 1.583 2.047
*
```

Energies relative to the most stable structure, in kJ/mol: 1 0.0; 2 30.7.

--- 1 ---
Density functional theory data (wB97M-V/def2-TZVPD) for C5H4S2 in the gas phase.

Calculated values
LUMO (eV): -0.39
SMILES string: C#C[C@@H]1CSC1=S
E_HOMO (eV): -8.8129
Frontier orbital gap (eV): 8.4

The geometry in ORCA input format:
```
! RIJCOSX wB97M-V def2-TZVPD def2/J DEFGRID3
* xyz 0 1
C -2.273 1.787 0.887
C -0.992 1.617 0.463
C 0.250 0.980 0.496
C 1.264 1.308 -0.763
S 1.407 -0.645 -1.068
C 0.177 -0.565 0.156
S -0.865 -1.728 0.632
H -3.232 2.370 0.528
H 0.946 1.379 1.410
H 2.362 1.651 -0.753
H 0.689 1.804 -1.639
*
```

--- 2 ---
Density functional theory data (wB97M-V/def2-TZVPD) for a molecular structure, C5H4S2.

Calculated values
LUMO (eV): -0.42
E_HOMO (eV): -9.0607
Frontier orbital gap (eV): 8.6

The geometry in ORCA input format:
```
! RIJCOSX wB97M-V def2-TZVPD def2/J DEFGRID3
* xyz 0 1
C -0.058 -0.797 0.231
C 1.375 -1.195 -0.025
C 0.164 0.637 0.657
C -0.869 1.582 0.221
C -1.761 2.240 -0.268
H 1.448 -1.810 -0.922
H 1.884 -1.704 0.805
H 0.407 0.683 1.744
H -2.547 2.812 -0.663
S -1.442 -1.546 -0.114
S 1.799 0.622 -0.252
*
```

Energies relative to the most stable structure, in kJ/mol: 1 198.3; 2 0.0.

--- 1 ---
Density functional theory data (wB97M-V/def2-TZVPD) for 4 unconnected molecules or ions with the total composition C5H19N2O4.

Calculated values
LUMO (eV): -3.00
E_HOMO (eV): -13.9237
Frontier orbital gap (eV): 10.9

The geometry in ORCA input format:
```
! RIJCOSX wB97M-V def2-TZVPD def2/J DEFGRID3
* xyz 1 1
N 0.842 -1.618 1.127
C 0.213 -0.770 -0.030
C 0.056 0.737 0.395
C 1.343 1.270 1.064
C 2.451 1.273 -0.042
C -1.268 -1.370 -0.021
N -2.000 -0.875 -1.081
O -1.560 -2.190 0.799
H 0.110 -2.121 1.780
H 1.386 -2.415 0.655
H 1.632 -1.248 1.649
H 0.525 -0.832 -1.059
H -0.723 1.038 1.247
H -0.328 1.483 -0.306
H 1.264 2.354 1.417
H 1.708 0.658 1.862
H 2.407 0.333 -0.582
H 3.404 1.430 0.411
H 2.446 1.945 -0.880
H -2.974 -1.030 -1.087
H -1.674 -0.055 -1.604
H -0.726 0.983 -4.172
H -1.027 1.805 -2.991
O -1.294 1.012 -3.395
H -2.718 2.920 -1.747
H -3.131 1.764 -0.749
O -2.359 2.285 -1.137
H 2.386 -0.597 3.389
H 3.954 -0.239 2.598
O 3.139 -0.803 2.690
*
```

--- 2 ---
Density functional theory data (wB97M-V/def2-TZVPD) for 5 unconnected molecules or ions with the total composition C5H19N2O4.

Calculated values
LUMO (eV): -2.67
E_HOMO (eV): -12.4478
Frontier orbital gap (eV): 9.8

The geometry in ORCA input format:
```
! RIJCOSX wB97M-V def2-TZVPD def2/J DEFGRID3
* xyz 1 1
C -1.446 -0.645 -0.517
C -0.850 -0.321 -1.914
C 0.153 0.761 -1.963
C 1.318 0.704 -2.606
C 0.177 2.969 -1.209
N -0.120 1.759 -0.984
N -0.398 -0.446 0.560
H -2.196 0.105 -0.278
H -1.850 -1.668 -0.430
H -1.738 -0.057 -2.555
H -0.548 -1.314 -2.188
H 1.657 -0.172 -3.161
H 2.053 1.483 -2.786
H 0.505 3.639 -1.982
H 0.135 3.580 -0.221
H -0.657 -0.878 1.440
H 0.549 -0.679 0.217
H -0.406 0.565 0.741
H 0.047 -2.379 3.323
H 1.412 -1.810 2.847
O 0.472 -1.851 2.638
H 3.153 -1.838 0.608
H 3.226 -0.413 1.053
O 2.583 -1.126 0.916
H -1.495 -4.095 0.483
H -1.202 -3.465 1.709
O -1.819 -3.313 0.964
H -0.513 3.428 2.483
H -0.986 3.374 1.092
O -0.435 2.866 1.699
*
```

Energies relative to the most stable structure, in kJ/mol: 1 0.0; 2 35.9.

--- 1 ---
Density functional theory data (wB97M-V/def2-TZVPD) for 2 unconnected molecules or ions with the total composition C4H7NP2.

Calculated values
LUMO (eV): 0.14
SMILES string: [H]/N=C(\P)C=C.C#P
E_HOMO (eV): -9.3097
Frontier orbital gap (eV): 9.5

The geometry in ORCA input format:
```
! RIJCOSX wB97M-V def2-TZVPD def2/J DEFGRID3
* xyz 0 1
H -0.466 -0.354 1.708
N -0.075 -0.715 0.888
C -0.089 0.186 -0.029
P -0.903 1.864 0.122
C 0.583 -0.230 -1.240
C 1.705 -1.029 -1.286
H 0.249 2.610 -0.075
H -0.682 2.218 1.567
H 0.509 0.286 -2.288
H 2.300 -1.004 -2.201
H 2.076 -1.525 -0.394
C -3.369 -0.497 0.529
P -3.657 0.155 -0.848
H -3.000 -1.065 1.426
*
```

--- 2 ---
Density functional theory data (wB97M-V/def2-TZVPD) for C4H7NP2 in the gas phase.

Calculated values
LUMO (alpha / beta) (eV): 0.40 / 0.40
E_HOMO (alpha / beta) (eV): -7.0245 / -7.0244
Frontier orbital gap (alpha / beta) (eV): 7.4 / 7.4

The geometry in ORCA input format:
```
! RIJCOSX wB97M-V def2-TZVPD def2/J DEFGRID3
* xyz 0 1
C 3.343 -1.562 0.817
C 1.986 -1.443 0.731
C -0.608 1.209 0.039
C 1.179 -0.478 0.180
N 0.383 0.385 0.259
P -2.860 1.332 -1.756
P -2.361 0.943 0.326
H 3.789 -2.529 1.127
H 4.003 -0.845 0.517
H 1.395 -2.406 0.994
H -0.526 2.331 0.008
H -4.023 0.741 -1.650
H -3.291 2.814 -1.556
H -2.410 -0.492 -0.037
*
```

Energies relative to the most stable structure, in kJ/mol: 1 0.0; 2 33.9.